Record 1
Formula: C4H5NO
Source: OMol25
Level of theory: ωB97M-V/def2-TZVPD

```
! RIJCOSX wB97M-V def2-TZVPD def2/J DEFGRID3
* xyz 0 1
C -2.105 -0.870 0.947
C -1.368 -0.316 0.170
C -0.482 0.424 -0.723
N 0.957 0.877 0.125
C 1.702 -0.219 -0.028
O 1.251 -1.131 -0.699
H -2.746 -1.342 1.662
H -0.411 -0.156 -1.682
H -0.828 1.408 -0.964
H 1.334 1.624 0.756
H 2.696 -0.300 0.437
*
```

Calculated values
HOMO level = -9.689 eV
Energy above the lowest of the compared OMol25 structures with the same formula, charge and spin = 79.4 kcal/mol
SMILES string = C#CCNC=O
Electronic energy = -285.28813 a.u.
Frontier orbital gap = 0.392 Eh
Lowest unoccupied orbital energy = 0.974 eV
Maximum force = 1.92 eV/Å

Record 2
Formula: C6H10N2
Source: OMol25
Level of theory: ωB97M-V/def2-TZVPD

```
! RIJCOSX wB97M-V def2-TZVPD def2/J DEFGRID3
* xyz 0 1
C 1.512 0.055 1.078
C -1.216 -2.452 0.696
C 1.151 2.354 -0.542
C -0.563 0.372 -0.582
C -0.340 -1.252 0.579
C 0.428 1.096 -0.281
N -1.702 0.255 -1.329
N 0.736 -1.055 1.178
H -1.938 -0.695 -1.582
H -1.736 0.882 -2.125
H 1.499 0.710 1.945
H 2.490 -0.101 0.629
H -2.166 -2.156 1.149
H -0.773 -3.239 1.312
H -1.429 -2.859 -0.296
H 1.368 2.891 0.387
H 0.569 3.025 -1.183
H 2.111 2.169 -1.032
*
```

Calculated values
HOMO level = -8.017 eV
Energy above the lowest of the compared OMol25 structures with the same formula, charge and spin = 85.8 kcal/mol
Electronic energy = -343.99994 a.u.
Frontier orbital gap = 0.328 Eh
Lowest unoccupied orbital energy = 0.907 eV
Maximum force = 4.12 eV/Å

Record 3
Formula: C19H23Cl9N3Sn
Source: OMol25
Level of theory: ωB97M-V/def2-TZVPD

```
! RIJCOSX wB97M-V def2-TZVPD def2/J DEFGRID3
* xyz -3 1
Sn -1.126 0.751 -0.891
Cl -4.287 2.078 -2.799
Cl -2.530 -1.831 -2.943
Cl -4.296 -0.082 0.471
Cl -2.291 3.613 0.812
Cl 1.661 -1.289 -0.956
Cl -1.600 -5.798 -1.502
C -1.010 -4.628 -0.273
C 0.448 -4.742 -0.095
Cl 0.989 -6.191 0.807
H -1.527 -4.743 0.680
H -1.266 -3.608 -0.560
H 0.822 -3.904 0.493
H 0.962 -4.654 -1.052
Cl -3.714 -4.205 2.861
C -3.100 -2.616 3.268
C -1.971 -2.793 4.288
Cl -2.715 -3.324 5.850
H -3.886 -1.962 3.647
H -2.705 -2.133 2.374
H -1.570 -1.818 4.564
H -1.114 -3.424 4.050
N 1.343 2.516 -0.158
C 2.199 2.267 0.839
C 3.449 2.910 1.079
C 3.775 3.996 0.250
C 2.957 4.276 -0.837
C 1.815 3.476 -1.067
H 1.862 1.447 1.456
H 4.144 2.687 1.876
H 4.574 4.705 0.405
H 2.996 5.102 -1.531
H 1.157 3.628 -1.909
N -0.093 1.484 -3.935
C 0.885 0.729 -4.408
C 1.159 0.568 -5.771
C 0.285 1.119 -6.730
C -0.906 1.723 -6.292
C -1.059 1.828 -4.886
H 1.662 0.394 -3.737
H 2.129 0.165 -6.022
H 0.538 1.071 -7.779
H -1.604 2.185 -6.975
H -1.974 2.245 -4.491
N -0.530 0.210 2.180
C -0.928 1.148 3.116
C -0.101 1.608 4.107
C 1.121 1.021 4.221
C 1.520 -0.070 3.409
C 0.628 -0.493 2.463
H -1.850 1.634 2.832
H -0.373 2.401 4.788
H 1.824 1.266 5.003
H 2.480 -0.550 3.535
H 0.744 -1.390 1.873
*
```

Calculated values
HOMO level = 0.732 eV
Electronic energy = -5258.08680 a.u.
Frontier orbital gap = 0.172 Eh
Lowest unoccupied orbital energy = 5.416 eV
Maximum force = 3.52 eV/Å

Record 4
Formula: C11H16BClNO3
Source: OMol25
Level of theory: ωB97M-V/def2-TZVPD

```
! RIJCOSX wB97M-V def2-TZVPD def2/J DEFGRID3
* xyz -1 1
C 1.391 -0.455 0.361
C 0.051 0.030 0.275
C -1.620 0.044 0.188
C -2.294 -0.879 1.369
C -1.834 -2.439 1.166
C -3.027 -3.412 0.531
O -3.752 -3.045 -0.549
O -3.754 -0.800 1.607
B -3.925 -0.965 3.064
O -2.923 -0.059 3.728
C -1.789 -0.076 2.745
Cl -0.280 -0.732 3.633
H 2.433 -0.983 0.604
H -1.933 -0.365 -0.868
H -1.985 1.144 0.357
H -1.512 -2.870 2.216
H -0.901 -2.586 0.454
H -3.202 -4.483 1.023
H -3.523 -2.031 3.387
H -5.022 -0.848 3.532
H -1.560 1.070 2.582
C 3.541 3.474 -2.612
C 4.102 2.112 -2.220
C 3.458 0.955 -2.984
C 2.028 0.814 -2.682
N 0.895 0.713 -2.449
H 2.475 3.551 -2.378
H 4.059 4.266 -2.064
H 3.674 3.658 -3.683
H 3.977 1.969 -1.139
H 5.180 2.109 -2.419
H 3.973 0.025 -2.714
H 3.600 1.094 -4.061
*
```

Calculated values
HOMO level = -4.184 eV
Electronic energy = -1194.06337 a.u.
Frontier orbital gap = 0.242 Eh
Lowest unoccupied orbital energy = 2.403 eV
Maximum force = 9.71 eV/Å

Record 5
Formula: C12H16N2O3
Source: OMol25
Level of theory: ωB97M-V/def2-TZVPD

```
! RIJCOSX wB97M-V def2-TZVPD def2/J DEFGRID3
* xyz 0 1
C -4.482 0.738 -0.782
C -3.914 -0.606 -0.462
N -4.779 -1.364 0.471
C -2.483 -0.489 0.065
O -2.270 -0.595 1.298
N -1.468 -0.084 -0.730
C -0.084 0.024 -0.214
C 0.934 -0.209 -1.274
C 2.310 -0.355 -0.671
C 3.211 0.716 -0.628
C 4.453 0.613 0.031
C 4.822 -0.612 0.564
C 3.950 -1.722 0.453
C 2.726 -1.584 -0.175
C 0.097 1.428 0.442
O 0.764 2.340 -0.035
O -0.670 1.599 1.539
H -4.577 1.405 0.095
H -3.922 1.319 -1.564
H -5.522 0.636 -1.194
H -3.942 -1.161 -1.402
H -4.367 -2.267 0.640
H -4.783 -0.912 1.407
H -1.514 -0.112 -1.722
H 0.040 -0.705 0.563
H 0.712 -1.136 -1.806
H 0.902 0.599 -2.010
H 2.922 1.695 -1.040
H 5.129 1.484 0.064
H 5.756 -0.704 1.132
H 4.221 -2.725 0.787
H 2.005 -2.428 -0.265
H -1.171 0.743 1.612
*
```

Calculated values
HOMO level = -9.221 eV
Energy above the lowest of the compared OMol25 structures with the same formula, charge and spin = 7.2 kcal/mol
SMILES string = C[C@H](N)C(=O)N[C@@H](Cc1ccccc1)C(=O)O
Electronic energy = -802.13597 a.u.
Frontier orbital gap = 0.355 Eh
Lowest unoccupied orbital energy = 0.438 eV
Maximum force = 2.43 eV/Å

Record 6
Formula: C16H41N2O5S
Source: OMol25
Level of theory: ωB97M-V/def2-TZVPD

```
! RIJCOSX wB97M-V def2-TZVPD def2/J DEFGRID3
* xyz 1 1
C 2.904 3.896 1.036
C 2.434 3.445 -0.355
C 3.139 2.204 -0.895
C 2.802 0.989 -0.049
O 4.041 0.313 0.460
S 4.445 -1.111 -0.053
H 3.819 3.382 1.340
H 2.159 3.693 1.805
H 3.103 4.965 1.058
H 2.573 4.255 -1.070
H 1.367 3.217 -0.336
H 4.221 2.346 -0.940
H 2.793 2.017 -1.912
H 2.282 1.251 0.867
H 2.213 0.248 -0.594
H 5.496 -0.810 -0.857
H 3.607 -1.292 -1.104
C 0.341 2.443 -3.292
O 0.242 1.369 -2.373
C -0.658 1.600 -1.288
C -1.906 0.756 -1.367
N -2.783 1.190 -2.440
C -3.926 0.315 -2.687
C -3.656 -1.121 -3.119
O -3.094 -1.249 -4.410
C -1.693 -1.122 -4.488
H 1.161 2.215 -3.971
H -0.571 2.570 -3.882
H 0.553 3.388 -2.780
H -0.909 2.663 -1.218
H -0.120 1.318 -0.375
H -2.432 0.853 -0.415
H -1.593 -0.296 -1.459
H -2.250 1.288 -3.294
H -4.535 0.784 -3.462
H -4.535 0.287 -1.778
H -4.620 -1.632 -3.163
H -3.041 -1.664 -2.389
H -1.205 -1.515 -3.589
H -1.373 -0.084 -4.634
H -1.359 -1.700 -5.350
C 0.941 -1.006 5.238
O 1.441 -1.350 3.958
C 1.470 -2.745 3.685
C 0.468 -3.113 2.613
N -0.900 -3.001 3.087
C -1.916 -3.119 2.047
C -1.934 -2.047 0.965
O -2.364 -0.773 1.408
C -1.400 0.018 2.066
H 1.127 0.057 5.380
H -0.134 -1.190 5.329
H 1.456 -1.561 6.027
H 1.292 -3.323 4.595
H 2.474 -2.986 3.323
H 0.643 -4.150 2.308
H 0.679 -2.473 1.740
H -1.024 -2.126 3.579
H -2.897 -3.122 2.526
H -1.796 -4.095 1.566
H -2.659 -2.347 0.204
H -0.961 -1.962 0.461
H -0.390 -0.179 1.686
H -1.398 -0.135 3.149
H -1.651 1.064 1.882
*
```

Calculated values
HOMO level = -10.649 eV
Energy above the lowest of the compared OMol25 structures with the same formula, charge and spin = 0.0 kcal/mol
Electronic energy = -1517.67563 a.u.
Frontier orbital gap = 0.220 Eh
Lowest unoccupied orbital energy = -4.671 eV
Maximum force = 0.29 eV/Å

Record 7
Formula: C7H16BClNO12PSi2
Source: OMol25
Level of theory: ωB97M-V/def2-TZVPD

```
! RIJCOSX wB97M-V def2-TZVPD def2/J DEFGRID3
* xyz 0 1
C 0.205 -3.124 -0.083
B 1.280 -2.145 -0.635
O 2.368 -2.596 -1.336
Si 1.058 -0.158 -0.259
O 2.173 0.298 0.925
N 2.522 1.695 0.991
O 1.736 2.346 1.556
O 1.337 0.708 -1.634
Si 0.496 2.029 -2.177
O -1.039 2.101 -1.617
P 0.181 1.911 -4.419
O -0.746 0.549 -4.482
Cl 2.060 1.264 -4.963
H 0.077 -2.936 0.987
H 0.461 -4.170 -0.241
H -0.779 -2.951 -0.527
H 2.273 -2.628 -2.289
H -0.281 0.141 0.303
H 1.240 3.247 -1.817
H -1.096 2.435 -0.719
H -1.114 0.352 -3.615
C -4.126 4.819 -1.072
C -3.920 5.963 -0.092
O -2.493 6.001 0.027
C -1.953 5.448 -1.086
O -0.801 5.480 -1.368
O -2.913 4.853 -1.831
H -4.981 4.953 -1.727
H -4.201 3.851 -0.574
H -4.263 6.919 -0.489
H -4.372 5.793 0.880
C 2.217 -5.107 4.288
C 2.862 -5.317 2.928
O 1.755 -5.765 2.139
C 0.609 -5.325 2.711
O -0.461 -5.378 2.204
O 0.864 -4.801 3.934
H 2.650 -4.288 4.855
H 2.224 -6.012 4.898
H 3.245 -4.390 2.500
H 3.649 -6.065 2.929
*
```

Calculated values
HOMO level = -8.582 eV
Electronic energy = -2639.51474 a.u.
Frontier orbital gap = 0.308 Eh
Lowest unoccupied orbital energy = -0.204 eV
Maximum force = 1.25 eV/Å

Record 8
Formula: C5H9NO
Source: OMol25
Level of theory: ωB97M-V/def2-TZVPD

```
! RIJCOSX wB97M-V def2-TZVPD def2/J DEFGRID3
* xyz 0 1
C -0.853 -0.452 1.225
C -0.192 0.000 -0.100
C -0.401 -1.152 -1.083
C -0.187 1.384 -0.852
O 1.148 1.672 -0.354
C 1.184 0.484 0.321
N 1.953 0.066 1.222
H -0.941 0.307 2.006
H -1.807 -0.968 1.083
H -0.140 -1.189 1.626
H 0.101 -2.055 -0.729
H -1.479 -1.360 -1.122
H -0.077 -0.933 -2.103
H -0.871 2.208 -0.635
H -0.128 1.254 -1.942
H 2.689 0.735 1.436
*
```

Calculated values
HOMO level = -9.993 eV
Energy above the lowest of the compared OMol25 structures with the same formula, charge and spin = 43.8 kcal/mol
Electronic energy = -325.86778 a.u.
Frontier orbital gap = 0.401 Eh
Lowest unoccupied orbital energy = 0.911 eV
Maximum force = 0.58 eV/Å